DFT (the ωB97M-V functional and the def2-TZVPD basis) results for a single C16H23N2O7P molecule at a distorted geometry.

Geometry as XYZ:
```
49
C16H23N2O7P | the OMol25 dataset | the ωB97M-V functional and the def2-TZVPD basis
O 0.207 -1.771 -1.369
O -2.615 1.801 -1.518
O -5.936 1.280 -0.495
O 3.654 0.537 2.763
O -4.160 2.794 0.263
O -5.703 1.450 1.941
O -3.729 0.273 0.615
C -0.190 -1.707 -0.214
C -1.838 0.856 -1.553
C 0.607 -2.016 0.958
C 1.498 -3.060 1.154
C 2.683 2.286 1.416
C 3.076 0.104 0.436
C 2.193 2.730 0.178
C 2.518 0.506 -0.755
C 3.161 0.959 1.565
C 2.139 1.840 -0.888
N -0.582 1.034 -2.148
N -1.338 -1.009 -0.004
C 1.787 -4.105 0.116
C 2.314 -3.113 2.406
C 1.521 2.320 -2.174
C -0.022 2.386 -2.149
C -3.657 -0.638 -0.491
C -2.261 -0.536 -1.066
P -4.898 1.424 0.546
H 4.339 -0.147 2.630
H -3.581 2.529 -0.507
H -6.370 2.141 1.814
H 0.472 -1.370 1.817
H 2.742 2.916 2.304
H 3.431 -0.940 0.483
H 1.879 3.764 -0.017
H 2.514 -0.166 -1.579
H 0.066 0.265 -2.071
H -1.633 -0.845 0.985
H 1.559 -5.092 0.461
H 1.200 -3.929 -0.787
H 2.853 -4.072 -0.150
H 2.198 -4.094 2.869
H 3.363 -2.894 2.206
H 1.994 -2.355 3.098
H 1.841 1.713 -3.027
H 1.904 3.326 -2.368
H -0.340 2.913 -1.275
H -0.375 2.909 -3.045
H -4.386 -0.397 -1.268
H -3.897 -1.641 -0.149
H -2.197 -1.160 -1.957
```

calculated total energy: -1601.1758 hartree
structure (SMILES): CC(C)=CC(=O)N[C@@H](COP(=O)(O)O)C(=O)NCCc1ccc(O)cc1
HOMO level: -8.71 eV



DFT (the ωB97M-V functional and the def2-TZVPD basis) results for a single C16H23N3O molecule.

Geometry as XYZ:
```
43
C16H23N3O | the OMol25 dataset | the ωB97M-V functional and the def2-TZVPD basis
C 0.082 -1.192 -1.365
C -0.433 -1.969 -0.157
C 0.609 -2.154 0.948
H 0.264 -2.940 1.622
C 0.857 -0.914 1.816
N 1.494 0.166 1.107
C 0.999 1.413 0.834
N 1.797 2.140 0.102
C 2.902 1.364 -0.130
C 4.065 1.644 -0.838
C 5.039 0.670 -0.876
C 4.878 -0.551 -0.218
C 3.730 -0.850 0.486
C 2.732 0.114 0.512
H 3.630 -1.790 1.007
H 5.676 -1.278 -0.259
H 5.956 0.854 -1.417
H 4.190 2.595 -1.329
C -0.291 1.947 1.364
N -1.453 1.502 0.621
C -2.385 0.689 1.161
O -2.260 0.220 2.279
C -3.614 0.404 0.317
C -3.504 0.651 -1.185
C -4.748 0.143 -1.908
H -5.639 0.643 -1.534
H -4.672 0.332 -2.976
H -4.868 -0.927 -1.757
H -2.627 0.136 -1.582
H -3.399 1.720 -1.387
H -4.421 1.014 0.733
H -3.886 -0.638 0.501
H -1.560 1.857 -0.314
H -0.230 3.038 1.315
H -0.442 1.636 2.402
H -0.095 -0.562 2.218
H 1.502 -1.200 2.657
H 1.546 -2.486 0.497
H -0.742 -2.961 -0.495
H -1.312 -1.476 0.259
H -0.640 -1.240 -2.178
H 0.256 -0.146 -1.130
H 1.018 -1.619 -1.721
```

calculated total energy: -863.0466 hartree
structure (SMILES): CCCCn1c(CNC(=O)CCC)nc2ccccc21
HOMO level: -8.45 eV



DFT (the ωB97M-V functional and the def2-TZVPD basis) results for a single C16H23N3O molecule at a distorted geometry.

Geometry as XYZ:
```
43
C16H23N3O | the OMol25 dataset | the ωB97M-V functional and the def2-TZVPD basis
C 2.146 3.357 1.991
C 1.998 2.310 0.894
C 0.962 2.728 -0.145
H -0.002 2.876 0.343
H 1.264 3.676 -0.595
C 0.790 1.682 -1.254
C 0.204 0.416 -0.696
N -1.049 0.558 -0.286
C -1.686 -0.456 0.282
N -2.954 -0.250 0.710
H -3.454 -1.037 1.094
C -3.671 0.974 0.452
H -4.425 1.106 1.231
H -2.953 1.794 0.483
C -4.352 0.967 -0.926
O -5.379 0.010 -1.022
H -4.998 -0.868 -0.905
H -3.588 0.801 -1.698
H -4.829 1.932 -1.102
C -1.049 -1.707 0.467
C 0.268 -1.866 0.023
C 0.909 -0.791 -0.590
C 2.323 -0.919 -1.095
C 2.787 -2.369 -1.193
C 2.446 -3.109 0.093
C 0.932 -3.198 0.220
H 0.648 -3.606 1.194
H 0.543 -3.889 -0.537
H 2.877 -4.111 0.089
H 2.859 -2.567 0.947
H 3.863 -2.394 -1.379
H 2.290 -2.860 -2.033
H 2.405 -0.454 -2.080
H 2.988 -0.373 -0.417
C -1.761 -2.753 1.073
N -2.399 -3.576 1.561
H 0.090 2.078 -1.993
H 1.748 1.504 -1.739
H 1.698 1.359 1.340
H 2.964 2.161 0.404
H 1.200 3.505 2.506
H 2.459 4.310 1.569
H 2.889 3.046 2.722
```

calculated total energy: -863.0191 hartree
structure (SMILES): CCCCc1nc(NCCO)c(C#N)c2c1CCCC2
HOMO level: -8.22 eV



DFT (the ωB97M-V functional and the def2-TZVPD basis) results for a single C16H23N5O molecule.

Geometry as XYZ:
```
45
C16H23N5O | the OMol25 dataset | the ωB97M-V functional and the def2-TZVPD basis
C -4.123 -3.086 0.774
C -4.686 -2.504 -0.518
C -4.232 -1.068 -0.779
C -4.816 -0.065 0.216
C -4.419 1.374 -0.104
N -3.027 1.592 0.205
C -2.410 2.805 0.080
N -2.909 3.972 -0.006
H -3.921 3.993 -0.007
N -1.031 2.721 0.103
N -0.399 1.546 0.089
C 0.879 1.510 0.078
C 1.595 0.269 0.064
C 1.075 -1.005 0.077
N 2.080 -1.923 0.056
C 3.285 -1.271 0.028
C 4.579 -1.763 -0.002
C 5.621 -0.858 -0.027
C 5.381 0.523 -0.023
C 4.084 1.015 0.006
C 3.023 0.119 0.032
H 3.932 2.082 0.008
O 6.367 1.472 -0.048
C 7.708 1.056 -0.079
H 8.299 1.971 -0.094
H 7.972 0.472 0.810
H 7.931 0.470 -0.977
H 6.632 -1.234 -0.050
H 4.775 -2.825 -0.005
H 1.960 -2.922 0.062
H 0.047 -1.306 0.104
H 1.476 2.427 0.077
H -0.525 3.603 0.077
H -2.397 0.810 0.091
H -5.017 2.059 0.508
H -4.634 1.591 -1.162
H -4.479 -0.297 1.227
H -5.905 -0.139 0.195
H -4.543 -0.780 -1.787
H -3.140 -1.032 -0.750
H -5.777 -2.537 -0.485
H -4.363 -3.128 -1.355
H -4.501 -2.552 1.642
H -3.037 -3.025 0.778
H -4.407 -4.131 0.871
```

calculated total energy: -972.4828 hartree
structure (SMILES): [H]/N=C(\NCCCCC)N/N=C/c1c[nH]c2ccc(OC)cc12
HOMO level: -7.29 eV



DFT (the ωB97M-V functional and the def2-TZVPD basis) results for a single C16H23N5O5 molecule at a distorted geometry.

Geometry as XYZ:
```
49
C16H23N5O5 | the OMol25 dataset | the ωB97M-V functional and the def2-TZVPD basis
C 3.733 3.493 -1.437
C 3.552 1.990 -1.585
H 3.759 1.680 -2.614
H 4.192 1.442 -0.892
O 2.219 1.594 -1.243
C 1.286 1.724 -2.179
O 1.474 2.101 -3.304
C -0.087 1.329 -1.640
N -0.005 0.374 -0.571
C 0.447 -0.905 -0.591
N 0.456 -1.449 0.615
C -0.001 -0.491 1.448
C -0.291 0.665 0.744
C -0.782 1.847 1.376
O -1.069 2.902 0.836
N -0.908 1.672 2.753
C -0.633 0.526 3.492
O -0.783 0.488 4.694
N -0.172 -0.571 2.794
C 0.115 -1.803 3.498
H 0.965 -2.284 3.018
H -0.746 -2.471 3.460
H 0.336 -1.560 4.536
C -1.396 2.830 3.486
H -1.429 2.577 4.542
H -0.729 3.674 3.314
H -2.391 3.095 3.127
C 0.884 -1.629 -1.828
N -0.037 -2.577 -2.415
C -0.315 -3.791 -1.667
C -1.498 -3.655 -0.698
O -2.651 -3.159 -1.350
C -2.393 -1.915 -1.961
C -1.259 -2.045 -2.987
H -1.053 -1.087 -3.466
H -1.582 -2.754 -3.758
H -3.323 -1.617 -2.449
H -2.137 -1.168 -1.193
H -1.777 -4.632 -0.301
H -1.223 -2.994 0.135
H 0.577 -4.084 -1.115
H -0.553 -4.566 -2.404
H 1.791 -2.186 -1.575
H 1.134 -0.896 -2.602
H -0.554 2.234 -1.231
H -0.700 0.961 -2.468
H 3.468 3.806 -0.430
H 4.769 3.754 -1.631
H 3.098 4.016 -2.148
```

calculated total energy: -1273.5346 hartree
structure (SMILES): CCOC(=O)Cn1c(CN2CCOCC2)nc2c1c(=O)n(C)c(=O)n2C
HOMO level: -8.34 eV